Record 1
This record from OMol25 describes a single C4H8N2 molecule. The level of theory is ωB97M-V/def2-TZVPD.

Atoms and positions in Å:
C -1.9099 0.8177 -0.5323
C -1.0158 0.3830 0.6213
N 0.3906 0.5184 0.2665
C 2.3958 -1.2109 -0.1542
C 1.2100 -0.5424 0.2972
N 1.2971 -1.7094 0.7764
H -1.6680 0.2541 -1.4389
H -1.7813 1.8849 -0.7484
H -2.9645 0.6520 -0.2934
H -1.2409 0.9632 1.5236
H -1.1803 -0.6717 0.8611
H 0.6648 1.2995 -0.3073
H 3.3700 -0.9798 0.2775
H 2.4324 -1.6586 -1.1492

Cartesian forces (eV/Å) of the 3 atoms listed first:
C -0.052 0.030 -0.049
C -0.147 -0.042 0.110
N 0.173 -0.063 -0.075

Kohn-Sham gap = 9.86 eV
Charge = 0
Spin multiplicity = 1
SMILES = CCNC1=NC1
LUMO = 0.956 eV



Record 2
This record from OMol25 describes a molecular structure, C31H28BGeN8Pt in a non-equilibrium geometry. The level of theory is ωB97M-V/def2-TZVPD.

Atoms and positions in Å:
Pt -0.8255 -0.6352 -0.2656
C -4.2229 1.2530 1.2485
C -3.3678 0.9909 0.1963
N -2.4784 0.0633 0.5896
N -2.7235 -0.2585 1.8787
C -3.7814 0.4451 2.2874
B -1.8885 -1.3717 2.6144
N -1.8352 -2.6072 1.6706
C -2.1191 -3.8873 1.9384
C -1.9863 -4.6244 0.7751
C -1.6076 -3.7056 -0.1891
N -1.5200 -2.4868 0.3604
N -0.4397 -0.7968 2.7113
C 0.3250 -0.3239 3.7033
C 1.5443 0.0864 3.1909
C 1.4574 -0.1420 1.8298
N 0.2664 -0.6939 1.5529
N -2.5430 -1.7639 3.8941
C -2.1646 -1.8338 5.2076
C -3.2395 -2.2571 5.9313
C -4.2616 -2.4362 4.9736
N -3.8497 -2.1459 3.7575
H -5.0604 1.9284 1.2553
H -3.3607 1.3876 -0.8057
H -4.1698 0.3192 3.2840
H -2.4106 -4.1951 2.9281
H -2.1509 -5.6800 0.6499
H -1.4197 -3.8536 -1.2349
H -0.0301 -0.2882 4.7169
H 2.3802 0.4906 3.7345
H 2.1814 0.0327 1.0494
H -1.1672 -1.6175 5.5440
H -3.2847 -2.4451 6.9901
H -5.2739 -2.7748 5.1303
C -0.3635 1.1170 -0.8832
Ge 1.2210 1.3777 -2.0471
C 0.7156 -0.1835 -3.0664
C 0.5969 -1.3621 -2.3114
C 0.2424 -2.5685 -2.9051
C -0.0448 -2.5854 -4.2623
C 0.0458 -1.4222 -5.0145
C 0.4265 -0.2226 -4.4232
C 1.3616 3.1571 -2.7446
C 1.7802 3.4033 -4.0514
C 1.8647 4.7069 -4.5188
C 1.5392 5.7692 -3.6874
C 1.1198 5.5338 -2.3855
C 1.0307 4.2314 -1.9155
C 2.8673 0.9708 -1.0756
C 3.4366 -0.3036 -1.0432
C 4.5474 -0.5602 -0.2483
C 5.1014 0.4540 0.5199
C 4.5513 1.7291 0.4855
C 3.4457 1.9889 -0.3129
H -1.1008 1.9251 -0.8158
H 0.9356 -1.3761 -1.2378
H 0.2335 -3.4895 -2.3445
H -0.3387 -3.5129 -4.7348
H -0.1800 -1.4491 -6.0724
H 0.4923 0.6743 -5.0250
H 2.0716 2.5903 -4.7064
H 2.1907 4.8934 -5.5333
H 1.6300 6.7845 -4.0492
H 0.8578 6.3616 -1.7401
H 0.7020 4.0649 -0.8929
H 3.0446 -1.1028 -1.6587
H 4.9836 -1.5506 -0.2350
H 5.9820 0.2598 1.1181
H 4.9857 2.5252 1.0759
H 3.0519 2.9979 -0.3559

Cartesian forces (eV/Å) of the 3 atoms listed first:
Pt -0.115 -0.121 -0.642
C -0.006 0.027 0.038
C 0.032 -0.078 0.025

Kohn-Sham gap (alpha / beta) = 5.89 / 5.20 eV
Charge = +2
Spin multiplicity = 2
LUMO (alpha / beta) = -8.260 / -8.949 eV



Record 3
This record from OMol25 describes 2 unconnected molecules or ions with the total composition C2H9N2 in a non-equilibrium geometry. The level of theory is ωB97M-V/def2-TZVPD.

Atoms and positions in Å:
N -2.2612 -0.2814 -0.1211
H -0.8168 0.2684 0.1053
H -2.6217 0.4280 -0.7627
H -2.9547 -0.4093 0.6109
H -2.0816 -1.1690 -0.5841
C 1.7223 -0.7943 -0.5164
C 1.2645 0.4533 -0.1495
N 0.1262 0.6324 0.6862
H 1.1634 -1.7253 -0.5293
H 2.6852 -0.8066 -1.0276
H 1.7809 1.3749 -0.4128
H 0.1376 0.1139 1.5769
H -0.0682 1.6137 0.9492

Cartesian forces (eV/Å) of the 3 atoms listed first:
N 1.369 0.825 -0.431
H -2.144 -0.785 0.646
H -0.197 -0.459 -0.198

Kohn-Sham gap (alpha / beta) = 10.71 / 6.47 eV
Charge = +2
Spin multiplicity = 2
LUMO (alpha / beta) = -10.475 / -14.500 eV



Record 4
This record from OMol25 describes 7 unconnected molecules or ions with the total composition C45H100F4N7O8S4 in a non-equilibrium geometry. The level of theory is ωB97M-V/def2-TZVPD.

Atoms and positions in Å:
C -2.2633 3.0706 4.8549
C -0.9732 2.9199 4.0436
C 0.2199 2.6664 4.9663
N 1.5554 2.3807 4.2976
C 1.6565 1.0413 3.6170
C 3.0829 0.7421 3.1429
C 4.0244 0.7345 4.3211
C 3.9892 2.0705 5.0293
C 2.5737 2.4957 5.4631
C 1.8911 3.5104 3.3469
H -3.1167 2.8796 4.2020
H -2.4318 4.0410 5.3151
H -2.3185 2.2674 5.5908
H -0.7492 3.7113 3.3308
H -1.0837 2.0159 3.4418
H 0.0658 1.8586 5.6805
H 0.4651 3.5519 5.5551
H 1.5316 0.3101 4.4257
H 0.8171 0.9169 2.9397
H 2.9267 -0.2737 2.7780
H 3.3723 1.4361 2.3571
H 3.6519 -0.0329 5.0139
H 5.0262 0.4182 4.0381
H 4.6801 2.0515 5.8766
H 4.4255 2.9123 4.4823
H 2.3007 1.9092 6.3397
H 2.5713 3.5479 5.7387
H 1.4542 4.3859 3.8218
H 1.3727 3.3460 2.4060
H 2.9675 3.5463 3.2163
C -2.1368 -3.2637 -0.0582
C -2.6919 -4.3773 -0.9375
C -1.6375 -5.4027 -1.2971
N -1.9922 -6.3101 -2.4889
C -1.7286 -5.5680 -3.7930
C -2.0357 -6.4505 -4.9727
C -1.1854 -7.7392 -5.0158
C -1.3560 -8.4262 -3.6694
C -1.0957 -7.5403 -2.4283
C -3.4095 -6.8024 -2.2954
H -1.7602 -3.5034 0.9398
H -2.8591 -2.4684 0.1140
H -1.2361 -2.8421 -0.5134
H -3.0899 -3.9430 -1.8613
H -3.5892 -4.8522 -0.5406
H -1.4918 -6.1192 -0.4847
H -0.6564 -4.9811 -1.5152
H -0.6426 -5.4517 -3.7804
H -2.2305 -4.6064 -3.7747
H -1.9102 -5.9195 -5.9212
H -3.1031 -6.6839 -5.0768
H -0.2030 -7.3558 -5.2939
H -1.6020 -8.3585 -5.8059
H -0.6606 -9.2613 -3.5374
H -2.3087 -8.9537 -3.6517
H -0.0674 -7.1940 -2.3337
H -1.3602 -8.0470 -1.5019
H -3.7302 -7.5450 -3.0115
H -4.0410 -5.9287 -2.4529
H -3.4745 -7.0394 -1.2382
C 1.5739 -6.0625 7.3152
C 2.5442 -5.5646 6.1986
C 1.7799 -5.4934 4.8942
N 2.6786 -5.3166 3.6683
C 1.7488 -5.1326 2.4836
C 1.0297 -3.7977 2.4670
C 1.9430 -2.5918 2.6829
C 2.8723 -2.8031 3.8693
C 3.5964 -4.1263 3.8387
C 3.4783 -6.5803 3.4006
H 0.6906 -5.4179 7.3955
H 2.0817 -5.9026 8.2628
H 1.1438 -7.0430 7.1248
H 3.3710 -6.2681 6.2531
H 2.8043 -4.5431 6.4728
H 1.0318 -4.7051 4.9215
H 1.1963 -6.4016 4.7256
H 1.0658 -5.9812 2.4437
H 2.3773 -5.2409 1.5964
H 0.1881 -3.7431 3.1597
H 0.6207 -3.6153 1.4704
H 1.2634 -1.7575 2.8442
H 2.5095 -2.4470 1.7620
H 2.3921 -2.8558 4.8559
H 3.5945 -1.9998 4.0225
H 4.1874 -4.3282 4.7338
H 4.3940 -4.2241 3.0944
H 4.0706 -6.3699 2.5159
H 2.7377 -7.3599 3.2541
H 4.1014 -6.7519 4.2720
C -3.6682 5.5460 -5.2095
C -3.8013 4.3077 -4.3105
C -5.1645 3.6877 -4.5713
N -5.4969 2.4095 -3.7711
C -4.6866 1.2211 -4.2441
C -5.1485 0.6896 -5.6067
C -6.6339 0.4724 -5.6904
C -7.4206 1.6886 -5.1979
C -7.0034 2.1345 -3.8090
C -5.1759 2.6027 -2.2911
H -3.4264 5.3133 -6.2443
H -2.8194 6.0426 -4.7319
H -4.4852 6.2649 -5.2135
H -3.7420 4.5900 -3.2579
H -2.9623 3.6287 -4.4658
H -5.2738 3.4158 -5.6183
H -6.0017 4.2960 -4.2320
H -3.6646 1.5908 -4.2100
H -4.8427 0.4440 -3.4950
H -4.8393 1.4262 -6.3560
H -4.5826 -0.2011 -5.8808
H -6.9251 0.2204 -6.7093
H -6.9453 -0.3781 -5.0745
H -7.3289 2.5601 -5.8516
H -8.4756 1.4140 -5.2188
H -7.5768 3.0227 -3.5578
H -7.1559 1.2995 -3.1254
H -5.3863 1.5933 -1.9493
H -5.8617 3.3471 -1.8987
H -4.1324 2.8363 -2.1008
C 0.6081 3.2367 -4.1816
C 1.6515 3.5818 -3.1483
C 1.0597 4.2000 -1.9035
N 2.0488 4.7610 -0.9092
C 3.0655 5.7153 -1.5375
C 2.4130 6.9586 -2.0359
C 1.7742 7.7805 -0.9213
C 0.8450 6.8486 -0.1409
C 1.3371 5.4454 0.2275
C 2.8291 3.5960 -0.3141
H -0.2203 2.7254 -3.6690
H 0.9448 2.3983 -4.7926
H 0.2305 4.0833 -4.7492
H 2.4423 4.1669 -3.6311
H 2.2485 2.6975 -2.9070
H 0.4887 3.4596 -1.3440
H 0.3818 5.0237 -2.1293
H 3.6805 5.1372 -2.2212
H 3.7079 5.9109 -0.6735
H 1.6427 6.7984 -2.7972
H 3.1643 7.5511 -2.5645
H 1.2068 8.5594 -1.4236
H 2.5454 8.1698 -0.2542
H 0.0137 6.6809 -0.8370
H 0.4044 7.3470 0.7223
H 0.5399 4.7791 0.5672
H 1.9946 5.4249 1.1001
H 3.3868 3.1330 -1.1225
H 2.1732 2.9178 0.2122
H 3.5804 4.0703 0.3168
N 0.3488 1.5645 0.5924
S 0.8154 0.3076 -0.1983
O 0.9477 0.4690 -1.6179
O 0.3778 -0.9456 0.3974
F 2.3482 0.3109 0.2359
S -1.2623 1.4624 0.1411
O -2.0251 0.3358 0.5980
O -1.5279 2.0791 -1.1325
F -1.7685 2.5757 1.1769
N 5.7129 2.5644 -0.3868
S 6.1127 1.2225 0.2501
O 5.6751 1.2242 1.6341
O 7.3890 0.6580 -0.1151
F 5.0445 0.2835 -0.4873
S 6.5211 3.6585 0.5544
O 7.9055 3.3610 0.7539
O 5.8324 4.3264 1.6401
F 6.5243 4.8258 -0.5159

Cartesian forces (eV/Å) of the 3 atoms listed first:
C -0.250 -0.252 -0.552
C 0.547 -1.103 0.276
C 0.327 0.497 -0.121

Kohn-Sham gap = 7.72 eV
Charge = +3
Spin multiplicity = 1
LUMO = -5.579 eV



Record 5
This record from OMol25 describes 2 unconnected molecules or ions with the total composition H4NS in a non-equilibrium geometry. The level of theory is ωB97M-V/def2-TZVPD.

Atoms and positions in Å:
N 1.1164 0.7864 0.6486
H 1.3303 -0.1668 0.8487
H 0.3284 0.9031 0.0493
H 1.8762 1.3386 0.2584
S -2.9595 -1.5077 -0.7778
H -1.6918 -1.3536 -1.0273

Cartesian forces (eV/Å) of the 3 atoms listed first:
N 0.410 1.421 0.346
H 0.174 -0.393 -0.289
H -0.636 -0.397 -0.258

Kohn-Sham gap = 6.32 eV
Charge = -1
Spin multiplicity = 1
LUMO = 3.977 eV



Record 6
This record from OMol25 describes a molecular structure, C16H21Cl5F3IrN4O7Se. The level of theory is ωB97M-V/def2-TZVPD.

Atoms and positions in Å:
Ir -0.1554 -0.1875 -0.2906
N 1.4549 3.6158 2.2274
C 1.5023 2.1848 1.9486
C 0.9463 1.4102 3.1337
C 0.7803 -0.0738 2.8269
N -0.3518 -0.3060 1.8890
C 2.0770 -0.6813 2.3009
C 2.7130 0.1391 1.1857
N 1.9323 -0.0417 -0.0735
C 2.8538 1.6112 1.5537
H -0.6648 3.3498 1.5909
H 1.8708 4.1531 1.4758
H 1.9382 3.8556 3.0858
H 0.8354 2.0312 1.1036
H -0.0115 1.8361 3.4342
H 1.6302 1.5087 3.9859
H 0.5235 -0.5794 3.7623
H -1.1403 0.2619 2.1972
H -0.6819 -1.2614 2.0093
H 1.9063 -1.7066 1.9608
H 2.7880 -0.7322 3.1289
H 3.7108 -0.2617 0.9835
H 2.1886 -0.9585 -0.4363
H 2.2758 0.6119 -0.7745
H 3.2710 2.1637 0.7050
H 3.5711 1.7002 2.3769
Cl 2.0196 -2.3496 -2.2368
C 0.7501 -1.4177 -3.0289
C 0.1063 -0.3316 -2.4012
C -0.5606 0.4929 -3.3314
Cl -1.0142 2.0955 -2.9066
C -0.8253 0.1190 -4.6515
Cl -1.7581 1.1285 -5.6856
C -0.3275 -1.0767 -5.1512
Cl -0.6899 -1.5842 -6.7522
C 0.5216 -1.8206 -4.3470
Cl 1.2581 -3.2397 -4.9967
F -2.1949 4.0251 -0.8369
C -2.8461 3.0139 -0.2386
F -3.4554 2.2886 -1.1806
F -3.7953 3.5448 0.5360
C -1.8480 2.1597 0.5951
O -1.5217 2.9081 1.7247
O -0.7951 1.7728 -0.1242
C -0.0046 -4.5764 -0.0032
C -0.4302 -3.2184 -0.4635
N -1.4320 -3.1154 -1.3120
O 0.2054 -2.2305 -0.0141
H -0.4648 -5.3709 -0.5859
H -0.2928 -4.6899 1.0425
H 1.0787 -4.6498 -0.0713
H -1.9239 -3.9392 -1.6100
H -1.8224 -2.1932 -1.5090
O -2.9056 -1.4791 1.5246
Se -3.2369 -0.3509 0.4294
O -4.7307 -0.2073 -0.0833
O -2.1486 -0.4627 -0.8359
O -2.6787 1.1115 1.2141

Cartesian forces (eV/Å) of the 3 atoms listed first:
Ir -0.040 -0.221 0.000
N 0.007 0.006 -0.029
C -0.051 0.041 0.008

Kohn-Sham gap = 8.47 eV
Charge = 0
Spin multiplicity = 1
LUMO = -0.202 eV



Record 7
This record from OMol25 describes 12 unconnected molecules or ions with the total composition C18H60O12 in a non-equilibrium geometry. The level of theory is ωB97M-V/def2-TZVPD.

Atoms and positions in Å:
C 2.4217 4.0329 -1.5233
C 2.5836 3.3074 -0.1958
O 3.5943 2.3015 -0.2542
H 1.7212 4.8610 -1.4154
H 2.0773 3.3689 -2.3179
H 3.3961 4.3944 -1.8651
H 1.6331 2.8465 0.0788
H 2.7972 4.0172 0.6101
H 4.4417 2.7573 -0.2396
C -5.3685 1.0082 0.8371
C -5.8899 0.4868 2.1594
O -7.0694 1.2203 2.4901
H -6.1106 0.8412 0.0496
H -4.4771 0.4716 0.5123
H -5.1588 2.0771 0.9055
H -5.1141 0.5940 2.9220
H -6.1411 -0.5732 2.0341
H -7.2872 1.0376 3.4083
C 0.7641 -1.3925 -5.4364
C 0.4824 -0.8176 -4.0589
O 1.1713 0.3999 -3.8154
H 0.2770 -2.3574 -5.5725
H 1.8297 -1.4733 -5.6603
H 0.3777 -0.7001 -6.1922
H 0.7052 -1.5702 -3.2913
H -0.5862 -0.6136 -3.9591
H 2.1009 0.1688 -3.7045
C 0.2527 0.1635 -0.4062
C -0.5004 1.1161 0.5083
O -1.8552 0.6995 0.6506
H -0.3487 -0.1446 -1.2618
H 0.5764 -0.7234 0.1390
H 1.1501 0.6384 -0.8158
H -0.4791 2.1359 0.1015
H -0.0412 1.1560 1.4982
H -2.3467 1.0111 -0.1262
C 5.7895 -2.0670 -0.7338
C 5.4259 -0.6073 -0.5424
O 4.0738 -0.4244 -0.9185
H 6.8148 -2.2438 -0.4061
H 5.6195 -2.3526 -1.7701
H 5.1577 -2.6806 -0.0866
H 6.0906 0.0110 -1.1672
H 5.6111 -0.2994 0.4954
H 3.7212 0.3745 -0.4975
C -0.9327 -3.2829 2.3965
C -1.3107 -1.9617 3.0388
O -2.4978 -1.4033 2.5115
H -1.8272 -3.9174 2.3352
H -0.2488 -3.8676 3.0148
H -0.5690 -3.2184 1.3695
H -0.4600 -1.2764 2.9608
H -1.4745 -2.1662 4.1020
H -2.2949 -0.6166 1.9860
C 2.4103 -1.4932 2.2236
O 2.9563 -1.3279 3.5329
H 1.8401 -0.6123 1.9330
H 3.2574 -1.5239 1.5338
H 1.7806 -2.3776 2.1416
H 3.7430 -1.8606 3.6537
C 0.6032 0.7799 4.9175
O 1.9321 0.5960 5.3677
H -0.0164 -0.1134 5.0422
H 0.1536 1.5368 5.5620
H 0.5949 1.1281 3.8799
H 2.3486 -0.0797 4.8081
C -2.4177 1.9772 -2.7324
O -3.2282 1.4374 -1.6852
H -2.7698 1.6549 -3.7120
H -2.4103 3.0728 -2.6929
H -1.3830 1.6732 -2.5794
H -4.1432 1.6387 -1.9027
C 2.2186 -3.3427 -1.5833
O 1.1941 -3.2976 -0.6254
H 3.1415 -3.6564 -1.0969
H 1.9673 -3.9659 -2.4453
H 2.4591 -2.3407 -1.9680
H 0.3174 -3.4093 -1.0184
C -2.4097 4.1317 0.8542
O -3.4068 5.1503 0.7784
H -2.4008 3.8155 1.8942
H -2.6056 3.2849 0.1976
H -1.4335 4.5768 0.6301
H -3.3942 5.5596 -0.0898
C -2.3291 -2.6079 -1.3984
O -1.3433 -3.5509 -1.8829
H -1.9937 -2.2311 -0.4375
H -2.4370 -1.8048 -2.1326
H -3.3019 -3.0885 -1.2798
H -1.7623 -4.0764 -2.5686

Cartesian forces (eV/Å) of the 3 atoms listed first:
C 0.358 -0.233 -0.069
C -0.383 0.322 -0.098
O -0.212 0.122 0.186

Kohn-Sham gap = 9.83 eV
Charge = 0
Spin multiplicity = 1
SMILES = CCO.CCO.CCO.CCO.CCO.CCO.CO.CO.CO.CO.CO.CO
LUMO = 0.312 eV



DFT total energy: -266.65948, -3856.65098, -190.30457, -4751.10789, -455.36241, -6474.35289, -1624.52092 (Eh)
Energy above the lowest of the compared OMol25 structures with the same formula, charge and spin: 164.16, 37.04, 161.08, 4.22, 32.28, 165.36, 387.38 (kJ/mol)